[1]
5
Properties=species:S:1:pos:R:3:forces:R:3 method="wB97M-V/def2-TZVPD" e_homo_ev="-11.5 / -10.4" relative_energy_ev=2.644 multiplicity=1 homo_lumo_gap_ev="9.46 / 8.18"
O -0.120329 -1.452434 0.615303 1.000 0.923 -3.101
O -0.228845 1.186489 -1.702603 -0.888 -0.523 0.626
F 0.674515 1.142880 0.553476 -0.483 -0.909 -1.221
S 0.304908 0.231820 -0.777329 1.675 -0.321 1.895
H -0.630249 -1.108756 1.311153 -1.304 0.830 1.802

[2]
71
Properties=species:S:1:pos:R:3:forces:R:3 method="wB97M-V/def2-TZVPD" e_homo_ev="-7.8 / -9.9" multiplicity=2 homo_lumo_gap_ev="6.59 / 8.71"
Zr -0.077797 -0.038796 -0.166714 -0.670 2.059 -1.608
Cl -3.432337 -0.402556 1.792506 -4.729 0.018 -2.417
O -2.208477 -0.485146 1.112136 5.300 0.027 -2.133
O -3.290537 0.066774 3.089026 0.439 0.630 2.095
O -4.228757 0.550484 0.979216 0.332 -1.244 1.202
O -3.958857 -1.748806 1.738776 -0.420 0.670 0.335
Cl 2.410383 3.255134 -0.083284 2.248 0.711 0.339
O 2.398533 4.128174 1.050016 -0.344 -0.613 -0.070
O 3.733493 3.239124 -0.661264 -0.050 -0.706 0.511
O 1.957643 1.926374 0.234656 -0.106 -1.952 1.236
O 1.525813 3.664564 -1.085464 -2.577 1.721 -2.510
C -0.181217 -2.835116 3.425436 -0.530 -0.420 -0.055
F -1.332837 -2.155726 3.358726 1.148 -0.728 -0.202
F 0.158893 -3.119086 4.642526 0.677 1.463 1.734
F -0.349767 -4.071176 2.946006 -0.215 0.191 -1.888
S 1.319073 -1.932066 2.475016 0.671 -0.910 -2.829
O 2.414703 -1.683866 3.380596 -1.465 0.268 -0.117
O 1.664283 -2.795106 1.350996 -0.991 0.395 0.926
N 0.619323 -0.423896 1.714446 2.583 -3.500 5.920
S 0.533003 0.504874 3.146606 -1.620 1.711 -1.249
O -0.088917 1.637664 2.534486 -0.524 0.978 0.744
O -0.061577 -0.138246 4.310106 1.642 0.610 -1.731
C 2.290543 1.199214 3.562376 0.060 -0.286 0.096
F 2.614123 0.575944 4.699976 0.618 0.565 -0.672
F 3.165333 1.038234 2.558666 -0.471 -0.785 0.955
F 2.240593 2.504514 3.769256 -0.632 -0.418 0.239
C 2.223663 1.424734 -3.821994 -0.436 0.140 -0.860
C 1.089163 0.461584 -3.433624 0.709 0.810 -0.152
O 0.591333 0.963614 -2.181944 -0.192 -0.675 -0.432
H 2.487133 1.239434 -4.863314 0.498 -0.108 0.117
H 3.076833 1.568864 -3.159094 0.067 -0.932 0.072
H 1.850163 2.448664 -3.835174 -0.547 0.145 -0.111
H 1.390753 -0.584976 -3.390554 0.075 0.067 0.414
H 0.284963 0.529804 -4.166234 -0.024 -0.026 -0.148
H 0.796003 1.889424 -2.332224 -0.069 0.884 1.293
C -4.157687 -0.713826 -2.033944 -0.638 0.643 0.636
C -3.029837 0.316984 -2.158344 -3.988 0.627 -2.923
O -1.864707 -0.255456 -1.813294 3.400 -0.894 2.154
H -3.871237 -1.638496 -2.534984 -0.194 -0.040 -0.152
H -5.126067 -0.360486 -2.388194 0.222 0.147 -0.697
H -4.434827 -0.912506 -0.998654 0.626 -0.156 0.232
H -3.343327 1.303134 -1.815804 0.783 -0.277 1.240
H -2.872507 0.518424 -3.217954 -0.623 0.259 -0.601
H -1.796667 -1.021596 -2.387764 0.280 -0.258 0.215
C -2.304217 -3.433866 -0.697074 0.548 -0.292 -0.787
C -0.891187 -3.192806 -0.098424 -3.057 -1.383 2.094
O -0.291567 -2.120486 -0.750874 0.784 -0.170 -0.849
H -2.869257 -4.190176 -0.152254 0.106 0.114 0.012
H -2.278817 -3.706756 -1.752054 0.510 -0.833 -0.221
H -2.918897 -2.544226 -0.834214 0.326 0.264 1.265
H -0.186557 -4.017186 0.011046 -0.199 -0.284 -0.758
H -1.075607 -2.978986 0.954366 0.075 0.729 -0.184
H 0.150513 -2.590066 -1.461974 0.444 0.697 -0.452
C 4.223913 -1.716966 -0.479154 0.750 -0.485 -0.076
C 3.358573 -0.453176 -0.665394 3.123 -0.876 1.454
O 2.040223 -0.903656 -0.864904 -0.570 0.698 -0.144
H 4.541063 -2.191346 -1.407854 0.295 0.372 -0.376
H 3.814973 -2.575736 0.053166 -0.900 0.508 0.337
H 5.098243 -1.489916 0.130836 0.266 0.202 -0.395
H 3.771273 0.139004 -1.482164 -0.482 0.055 -0.243
H 3.587783 0.120694 0.232516 -1.343 0.203 -0.027
H 2.259313 -1.575776 -1.514414 -0.979 -0.474 -0.092
C -1.132597 4.049364 1.065796 0.723 -0.911 -0.140
C -1.856027 2.769054 0.575436 -1.740 2.358 2.884
O -1.113017 1.934574 -0.294364 -0.164 0.407 0.008
H -0.240617 3.803754 1.642116 0.199 -0.091 -0.416
H -1.706787 4.628364 1.789096 -0.611 -0.150 -0.358
H -0.869487 4.668394 0.208086 0.134 0.177 0.131
H -2.743857 3.147504 0.068846 -0.101 -0.383 -0.603
H -2.295947 2.270414 1.439106 0.639 -0.641 -0.280
H -1.199227 2.511174 -1.057054 0.904 -0.621 -0.931

[3]
13
Properties=species:S:1:pos:R:3:forces:R:3 method="wB97M-V/def2-TZVPD" e_homo_ev=-8.5 relative_energy_ev=2.525 multiplicity=1 homo_lumo_gap_ev=8.99
C 0.893410 0.976136 -1.662968 0.179 2.355 0.914
C -0.083425 -0.134250 -1.795763 0.517 -2.757 -0.459
C -0.249553 -1.195386 -0.950459 -0.973 2.281 -0.049
C 0.095095 -1.423210 0.462819 0.680 -0.497 -2.329
N 0.099460 -0.597453 1.398192 1.244 -1.574 1.668
S -0.369483 0.928322 1.364049 -1.993 1.765 -0.689
H 1.729905 0.788299 -0.980792 -0.416 -0.524 0.247
H 0.442590 1.955404 -1.185598 0.536 -1.750 -1.155
H 1.441039 1.244349 -2.579332 -0.787 -0.053 -0.077
H -0.502781 -0.473176 -2.789984 0.443 1.422 0.855
H -0.937838 -1.906150 -1.324633 -0.386 -1.096 -0.420
H 0.471057 -2.440834 0.560064 -0.023 -0.027 0.905
H -1.361629 0.821388 0.366382 0.977 0.455 0.590

[4]
59
Properties=species:S:1:pos:R:3:forces:R:3 method="wB97M-V/def2-TZVPD" e_homo_ev="-14.3 / -14.3" relative_energy_ev=0.295 total_charge=+2 multiplicity=2 homo_lumo_gap_ev="7.16 / 7.44"
Ti -0.461707 -0.658524 -0.628566 -0.430 1.232 -0.277
C -1.741933 -3.517058 1.639567 0.397 0.026 0.193
P -1.288639 -2.976282 -0.019719 0.039 0.065 0.289
C 0.413847 -3.583189 -0.316048 -0.022 0.266 0.296
C -2.417480 -3.861983 -1.148667 -0.177 0.809 0.068
C -2.197330 -3.391857 -2.584162 0.026 -0.161 -0.268
P -1.884528 -1.597363 -2.608613 0.224 0.285 0.257
C -1.341000 -1.166736 -4.256383 -0.075 -0.014 -0.335
C -3.528051 -0.841537 -2.490054 0.262 -0.228 0.279
H -1.044656 -3.094899 2.364657 -0.045 0.052 -0.032
H -1.729167 -4.598048 1.754224 -0.013 -0.142 -0.172
H -2.732988 -3.150513 1.869275 -0.283 0.101 0.076
H 0.454384 -4.657339 -0.217579 0.052 -0.429 -0.058
H 1.080700 -3.169493 0.444619 -0.038 -0.001 0.136
H 0.826959 -3.305081 -1.282128 -0.106 -0.015 -0.314
H -3.432230 -3.653491 -0.793766 0.060 0.062 -0.062
H -2.259208 -4.909246 -1.001485 0.091 -0.809 -0.108
H -3.036469 -3.585426 -3.255410 -0.151 -0.153 0.204
H -1.356396 -3.922865 -3.029058 0.211 0.105 -0.003
H -2.123991 -1.421661 -4.971593 0.051 0.011 -0.094
H -0.437104 -1.704706 -4.511375 0.236 -0.098 -0.135
H -1.151244 -0.096791 -4.311500 0.002 0.080 -0.005
H -4.148430 -1.220384 -3.296603 -0.076 0.107 -0.221
H -3.420745 0.243535 -2.534232 -0.160 -0.105 0.048
H -3.987635 -1.161137 -1.556936 -0.129 0.226 0.158
O 0.960043 4.925155 -2.460299 -0.285 -0.280 0.403
S 0.884269 4.143019 -1.268875 0.738 0.157 -0.472
O 1.061134 4.720328 0.016936 0.155 0.087 0.417
N -0.516459 3.247608 -1.191532 -0.589 -0.952 -0.407
C -0.263048 2.022136 -1.466999 0.100 0.139 -0.006
O -1.110305 0.993286 -1.424824 0.071 -0.252 0.442
C 1.149120 1.655025 -1.737930 -0.304 -0.796 -0.096
C 1.634182 0.374649 -2.031695 0.654 0.588 0.426
C 3.034060 0.231681 -1.963288 -0.058 -0.041 -0.185
C 3.847782 1.314322 -1.625708 -0.067 -0.754 -0.111
C 3.327597 2.572848 -1.410265 0.796 0.362 0.283
C 1.978235 2.715098 -1.492455 -1.082 0.614 0.229
H 0.975784 -0.402676 -2.441815 0.128 -0.097 -0.102
H 3.554252 -0.683276 -2.212825 -0.314 -0.214 0.018
H 4.910975 1.153055 -1.534113 0.086 -0.008 -0.079
H 3.990021 3.375955 -1.124027 -0.055 0.235 -0.135
N -2.263152 1.434697 1.665036 0.354 -0.370 0.104
C -1.049861 1.241949 2.213934 -0.851 0.041 -0.807
S -0.165945 -0.212549 1.796216 0.092 0.021 -0.003
N -0.568592 2.132384 3.050630 -0.377 0.295 -0.078
C 0.737284 2.075855 3.623176 0.957 -0.147 0.479
C 1.858688 2.338454 2.836656 -0.676 0.139 -0.063
C 3.108110 2.276826 3.418178 0.328 0.295 -0.564
C 3.244825 1.979275 4.757441 0.188 -0.464 0.395
C 2.133389 1.679049 5.543236 0.152 0.468 -0.508
C 0.863979 1.756360 4.973702 0.350 -0.246 0.045
H -2.710244 0.672905 1.160848 0.215 0.601 0.302
H -2.768377 2.299157 1.802502 -0.057 -0.097 -0.047
H -1.141079 2.941376 3.318578 0.146 -0.516 -0.241
H 1.735817 2.640037 1.797547 -0.007 -0.086 0.154
H 3.983089 2.499895 2.804593 -0.215 -0.069 0.269
H 4.245283 1.935093 5.173045 -0.137 0.032 0.122
H 2.275895 1.431192 6.585459 -0.170 -0.029 0.007
H 0.008293 1.521903 5.590469 -0.211 0.073 -0.113

[5]
20
Properties=species:S:1:pos:R:3:forces:R:3 method="wB97M-V/def2-TZVPD" e_homo_ev=-14.2 relative_energy_ev=1.844 total_charge=+1 multiplicity=1 homo_lumo_gap_ev=11.04
C 0.237501 -0.459769 -2.416760 0.205 1.217 1.623
C -0.835698 -0.168025 -1.308591 -0.136 -0.906 -1.036
C -0.357028 0.478501 -0.060394 0.596 0.572 -1.642
C -0.491312 1.755186 0.289020 -0.219 0.014 2.047
N 0.213576 2.133214 1.499096 0.905 0.535 -0.576
N 0.688920 -0.247203 0.663414 -0.707 -0.187 0.613
H 0.630477 0.511211 -2.727465 0.085 -0.258 -0.411
H 1.053263 -1.000599 -1.934767 0.176 -0.253 -0.397
H -0.145085 -1.042284 -3.244979 -0.154 0.050 0.008
H -1.230650 -1.171339 -1.107664 -0.529 0.342 0.316
H -1.595277 0.481840 -1.734909 -0.304 -0.227 0.044
H -1.100839 2.561769 -0.097270 -0.308 -0.649 -0.775
H -0.346648 2.533047 2.244894 -0.369 -0.217 -0.202
H 0.834796 2.890339 1.214597 0.146 -0.016 0.362
H 1.026291 0.483740 1.330290 0.295 -0.177 0.022
H 1.381775 -0.608316 0.011207 0.253 0.167 0.089
H 0.332687 -1.080943 1.195347 0.415 0.144 -0.342
H 0.457417 -2.883063 2.580487 0.002 -0.184 -0.301
H -0.828519 -2.437886 1.904263 -0.062 -0.552 -0.019
O 0.074352 -2.729419 1.700184 -0.292 0.585 0.577